1.
91
Properties=species:S:1:pos:R:3:forces:R:3:lowdin_charge:R:1 method="wB97M-V/def2-TZVPD" lumo_energy_ha=0.1597 multiplicity=1 homo_ha=-0.1502 homo_lumo_gap_ev=8.431 charge=-2
C -0.222 0.008 -0.030 0.317 0.032 -3.274 -1.009
O -0.940 -0.540 -0.906 -1.424 -0.426 -2.192 -0.088
O 0.633 0.899 -0.320 1.481 2.051 -1.612 -0.150
O -0.277 -0.359 1.112 -0.408 -2.252 6.677 -0.059
C 3.688 2.549 0.514 -0.990 0.174 -0.003 -0.007
C 4.070 1.173 1.014 2.984 2.479 0.537 -0.596
O 5.203 1.024 1.495 -0.481 -0.569 -0.122 -0.008
N 3.131 0.289 0.957 -1.857 -1.757 -1.059 0.032
C 3.230 -1.086 1.281 0.491 -0.949 1.626 -0.054
H 2.755 2.444 -0.040 0.102 0.329 -0.479 0.047
H 4.462 3.096 -0.024 0.050 -0.513 -0.154 0.085
H 3.432 3.194 1.354 0.187 -0.122 0.333 0.075
H 2.275 0.444 0.443 -0.581 1.008 -0.136 0.081
H 4.025 -1.215 2.016 0.184 -0.132 -0.139 0.090
H 3.395 -1.774 0.452 0.054 0.224 -0.286 0.086
H 2.313 -1.369 1.797 -0.076 -0.183 -0.205 0.064
C -2.857 2.619 -1.531 1.041 0.027 0.303 0.011
C -1.751 3.542 -1.973 -1.544 1.564 -1.224 -0.597
O -2.026 4.473 -2.733 0.256 0.033 -0.099 -0.005
N -0.572 3.363 -1.422 1.838 -0.425 0.204 0.043
C 0.624 4.177 -1.591 0.141 0.758 0.625 -0.055
H -2.437 2.017 -0.726 -0.617 -0.389 0.035 0.058
H -3.162 2.005 -2.379 -0.266 0.109 0.161 0.069
H -3.625 3.304 -1.170 -0.264 -0.458 -0.078 0.092
H -0.425 2.468 -0.978 0.464 -0.250 0.259 0.078
H 0.517 5.076 -2.198 -0.611 -0.468 -0.439 0.080
H 1.517 3.643 -1.914 -0.345 -0.430 -0.275 0.075
H 0.898 4.606 -0.627 -0.040 -0.176 0.354 0.069
O -0.268 0.235 -5.766 0.159 -0.741 0.128 -0.006
C -0.603 -0.209 -4.661 1.229 -0.392 -2.660 -0.636
N -1.027 0.613 -3.753 -0.880 1.953 2.224 0.195
C -0.574 -1.647 -4.318 -0.351 -1.875 0.226 -0.016
H -1.228 0.328 -2.805 0.477 -0.189 0.424 0.056
H -0.753 1.573 -3.909 -0.387 0.054 0.027 0.120
H -0.561 -1.892 -3.256 -0.102 0.474 0.222 0.052
H 0.235 -2.231 -4.759 0.201 0.555 -0.281 0.090
H -1.478 -2.135 -4.682 -0.245 0.127 -0.177 0.087
O 0.092 -5.380 1.234 -0.064 -0.098 0.780 -0.003
C 0.095 -4.202 0.891 -0.171 -2.788 -1.549 -0.631
N -0.403 -3.201 1.559 -0.626 2.192 1.356 0.196
C 0.557 -3.910 -0.499 0.906 2.053 -0.734 -0.007
H -0.237 -2.260 1.232 -0.234 0.499 -0.310 0.045
H -0.887 -3.237 2.444 0.252 -0.716 -0.141 0.111
H 0.443 -2.865 -0.786 -0.620 0.365 0.243 0.047
H 0.033 -4.449 -1.288 0.345 -0.557 0.410 0.086
H 1.646 -3.932 -0.544 0.081 -1.016 -0.207 0.085
O 3.551 -2.254 -3.066 -0.158 1.578 0.304 -0.026
C 3.261 -1.116 -2.646 0.663 -1.434 -0.235 -0.563
N 1.993 -0.749 -2.399 0.109 0.259 0.118 0.204
C 4.357 -0.083 -2.335 -0.019 -0.068 -0.196 -0.004
H 1.786 0.028 -1.787 -0.332 0.316 -0.002 0.067
H 1.237 -1.406 -2.532 0.292 -0.024 0.049 0.069
H 4.909 0.215 -3.226 -0.208 -0.323 -0.317 0.074
H 5.104 -0.542 -1.689 -0.178 -0.003 0.181 0.082
H 4.012 0.859 -1.908 -0.267 -0.212 0.241 0.059
O -0.265 4.492 2.810 -1.166 -1.110 -0.580 -0.045
C -0.482 3.421 2.198 0.384 1.141 1.470 -0.567
N 0.534 2.815 1.598 0.216 -0.129 -0.179 0.179
C -1.841 2.671 2.174 1.141 1.731 -0.432 0.021
H 1.433 3.275 1.589 -0.345 0.019 0.098 0.082
H 0.406 2.006 1.007 0.320 -0.515 -0.299 0.033
H -2.099 2.460 3.212 -0.088 -0.440 -0.251 0.083
H -1.815 1.850 1.458 -0.101 -0.294 0.573 0.052
H -2.525 3.433 1.800 -0.338 -0.129 0.087 0.077
O 1.804 -1.080 5.813 -0.021 -0.197 0.472 0.006
C 1.486 -0.658 4.712 0.983 0.382 0.807 -0.620
N 0.650 -1.314 3.916 -0.902 -0.807 -0.714 0.169
C 2.019 0.634 4.187 0.126 0.573 -0.567 0.004
H 0.282 -2.195 4.243 0.243 0.124 -0.063 0.108
H 0.479 -1.034 2.960 -0.180 0.289 -0.139 0.046
H 2.973 0.528 3.672 0.124 -0.402 0.084 0.073
H 2.206 1.330 5.005 -0.295 -0.051 -0.041 0.088
H 1.347 1.036 3.429 -0.079 0.308 0.153 0.064
O -4.803 -0.246 2.562 0.366 -0.162 0.231 -0.023
C -3.648 -0.698 2.575 -2.799 0.359 0.540 -0.604
N -3.062 -1.054 1.446 1.427 -0.770 -0.671 0.198
C -3.007 -0.931 3.920 1.298 0.689 0.321 -0.013
H -3.525 -1.026 0.548 -0.330 0.393 0.342 0.095
H -2.056 -1.102 1.385 0.428 0.061 -0.071 0.045
H -3.146 -1.909 4.381 -0.447 -0.119 -0.417 0.077
H -3.366 -0.169 4.612 -0.318 -0.147 -0.097 0.077
H -1.928 -0.781 3.911 0.211 -0.049 -0.299 0.047
O -4.667 -2.514 -3.379 0.890 -0.146 1.306 -0.022
C -3.873 -2.308 -2.441 -0.746 -3.171 -1.254 -0.597
N -3.511 -1.122 -2.071 0.894 3.465 0.428 0.177
C -3.282 -3.467 -1.569 -0.462 0.340 -0.338 0.005
H -3.776 -0.329 -2.637 -0.509 -0.275 -0.271 0.108
H -2.626 -0.914 -1.631 0.565 -0.504 0.879 0.041
H -4.160 -3.926 -1.115 0.076 -0.403 -0.173 0.075
H -2.616 -3.217 -0.742 -0.062 0.742 -0.097 0.052
H -2.707 -4.179 -2.161 -0.461 -0.075 -0.299 0.070

2.
77
Properties=species:S:1:pos:R:3:forces:R:3:mulliken_spin:R:1 method="wB97M-V/def2-TZVPD" lumo_energy_ha="0.1002 / 0.1002" multiplicity=2 s_squared=0.7557 homo_ha="-0.0969 / -0.0965" homo_lumo_gap_ev="5.365 / 5.353" charge=-1
Ti 0.415 0.562 -0.049 -1.771 -1.236 1.394 0.967
Cl -1.924 0.851 -0.615 -0.896 0.157 -0.644 0.009
P 0.793 0.083 -2.547 -0.098 -0.457 0.496 0.018
C 0.020 1.345 -3.688 -0.007 -0.298 -0.033 -0.012
C 2.575 -0.050 -2.961 0.110 0.299 -0.999 -0.008
C 0.081 -1.519 -3.162 0.038 0.759 0.044 0.003
C -0.278 2.642 -2.933 -0.196 0.379 -0.159 0.016
H -0.943 0.868 -3.941 0.197 0.161 0.139 -0.002
C 0.749 1.647 -4.999 -0.084 0.170 -0.092 -0.001
H 1.673 2.204 -4.813 -0.019 -0.083 -0.042 0.000
H 0.094 2.290 -5.601 0.162 -0.021 0.025 0.000
H 0.981 0.770 -5.607 0.051 0.066 0.178 0.000
H -1.061 2.500 -2.183 0.390 -0.042 -0.015 -0.004
H -0.662 3.383 -3.645 0.079 0.020 -0.048 0.001
H 0.613 3.076 -2.458 -0.165 -0.207 -0.056 0.001
H -1.004 -1.362 -3.012 0.358 -0.079 -0.063 0.002
C 0.522 -2.707 -2.291 -0.379 -0.419 -0.216 0.014
C 0.360 -1.712 -4.660 -0.306 -0.416 0.014 -0.002
H -0.183 -0.984 -5.275 0.153 -0.135 0.187 0.000
H -0.006 -2.705 -4.953 0.156 0.070 -0.099 0.000
H 1.432 -1.648 -4.907 -0.347 -0.088 0.135 0.000
H 0.761 -2.448 -1.248 -0.132 0.051 -0.362 -0.003
H 1.375 -3.221 -2.743 -0.145 0.062 0.181 0.000
H -0.304 -3.429 -2.289 0.118 0.001 0.164 0.001
C 3.346 1.132 -2.368 0.255 0.020 0.067 0.027
H 2.595 0.014 -4.061 0.345 0.034 0.171 -0.004
C 3.247 -1.352 -2.518 -0.044 -0.045 0.089 0.005
H 2.905 2.109 -2.607 -0.023 -0.204 0.097 0.001
H 4.373 1.128 -2.770 -0.227 0.023 0.130 0.001
H 3.407 1.011 -1.273 -0.095 0.160 -0.342 -0.006
H 3.040 -1.520 -1.456 0.113 -0.102 -0.200 -0.002
H 4.330 -1.229 -2.631 -0.055 -0.069 -0.032 0.000
H 2.931 -2.231 -3.095 0.200 0.397 0.092 0.000
Cl 2.328 -0.677 0.749 0.575 -0.210 0.184 0.019
H -0.383 -0.751 0.658 0.143 -2.259 -0.973 -0.049
P -1.207 0.080 2.196 0.080 2.912 1.501 -0.018
C -2.769 -0.960 2.318 0.597 0.440 -0.603 0.010
C -0.292 -0.420 3.736 -0.783 -0.109 0.195 -0.003
C -1.991 1.755 2.750 -0.461 -0.155 0.127 -0.022
C -2.516 -2.166 1.416 -0.528 -0.319 -0.074 -0.004
H -3.530 -0.299 1.861 0.268 -0.350 0.055 0.000
C -3.260 -1.359 3.719 -0.075 -0.122 -0.116 0.000
H -2.644 -2.150 4.160 -0.036 0.136 -0.049 0.000
H -4.273 -1.763 3.601 0.088 -0.077 0.048 0.000
H -3.337 -0.530 4.430 0.208 -0.363 -0.255 0.000
H -2.428 -1.851 0.371 0.123 -0.059 0.219 0.002
H -3.347 -2.872 1.497 -0.091 -0.127 -0.028 0.000
H -1.598 -2.688 1.706 -0.180 0.060 -0.166 0.001
H -2.654 1.944 1.883 0.239 -0.124 0.339 0.000
C -0.934 2.872 2.755 0.483 0.334 0.170 0.004
C -2.881 1.821 4.011 -0.086 0.536 -0.060 -0.002
H -3.791 1.227 3.906 0.120 0.044 -0.010 0.000
H -3.228 2.860 4.183 0.216 -0.303 -0.103 0.000
H -2.362 1.515 4.932 -0.020 -0.028 -0.221 0.000
H 0.096 2.482 2.650 -0.615 0.359 -0.216 0.003
H -0.954 3.496 3.673 -0.077 -0.479 -0.182 0.000
H -1.101 3.579 1.940 0.043 -0.188 -0.102 -0.001
C 0.204 -1.859 3.562 0.283 0.084 0.147 0.006
H -0.999 -0.367 4.582 0.224 -0.083 -0.128 -0.002
C 0.871 0.529 3.997 0.195 -0.248 0.039 0.012
H -0.597 -2.608 3.619 0.180 0.243 -0.045 0.000
H 0.929 -2.074 4.359 -0.041 -0.135 -0.146 -0.001
H 0.711 -1.933 2.593 0.028 -0.203 0.187 -0.001
H 1.512 0.528 3.108 0.103 0.203 0.178 0.001
H 1.449 0.158 4.848 0.126 -0.071 -0.008 0.000
H 0.568 1.549 4.243 -0.034 -0.253 -0.056 0.001
C 1.237 4.550 0.388 0.134 0.651 -0.139 0.000
C 2.013 3.267 0.255 -0.349 -0.963 0.199 0.001
C 3.007 2.971 1.368 0.136 -0.429 0.541 0.003
O 1.094 2.201 0.178 1.439 2.046 -0.367 0.020
H 0.785 4.681 1.370 0.086 -0.170 0.105 0.000
H 0.423 4.586 -0.348 0.283 -0.019 0.064 0.000
H 1.928 5.380 0.217 -0.147 0.240 -0.015 0.000
H 2.619 3.298 -0.671 -0.337 0.067 -0.023 -0.003
H 2.506 2.899 2.350 0.075 0.066 -0.365 0.000
H 3.469 1.990 1.172 -0.243 0.246 0.073 -0.001
H 3.824 3.691 1.453 -0.109 0.251 -0.123 0.000

Ordered DFT total energy results: -60562.67204, -91377.83130; unit eV.